This record from the OMol25 dataset describes a single CHNO3S3 molecule in a non-equilibrium geometry. The level of theory is ωB97M-V with the def2-TZVPD basis set.

Output
Net charge: 0
Energy above the lowest of the compared OMol25 structures with the same formula, charge and spin (kJ/mol): 167.08
E (eV): -41188.2644
Molecular weight (g/mol): 171.22
LUMO level (eV): -1.06

Cartesian coordinates (Å):
S 0.0610 2.1909 2.0133
S 1.2183 -0.4056 -1.0165
S -1.3377 0.0532 0.4007
O 1.1732 0.3554 0.5706
O 1.4815 -1.8062 -0.9774
O -1.1751 -1.2708 0.9455
N -0.4898 0.0834 -1.1521
C 0.1045 0.8538 1.1233
H -1.0360 -0.0543 -1.9074



This record from the OMol25 dataset describes a molecular structure, C27H31N7OOsS in a non-equilibrium geometry. The level of theory is ωB97M-V with the def2-TZVPD basis set.

Output
Net charge: +2
Energy above the lowest of the compared OMol25 structures with the same formula, charge and spin (kJ/mol): 127.81
E (eV): -54264.6936
Molecular weight (g/mol): 691.89
LUMO level (spin up / spin down) (eV): -8.65 / -8.64

Cartesian coordinates (Å):
Os -0.5514 -0.9871 0.1831
S -0.8125 -0.4051 -2.1049
O -5.8514 3.6322 1.2147
N 1.3820 0.8083 -1.1178
N -3.9694 1.9348 0.0499
N 0.8846 1.0554 -3.3996
N 0.9676 0.2887 -0.0388
N -2.0696 0.4726 0.5720
N 1.9871 1.6426 -3.7080
N -1.8003 -2.5732 1.0872
C 5.9041 1.6781 -2.2580
C -2.9717 1.1670 0.3249
C 3.8373 0.4865 -2.5684
C -4.5030 4.0448 1.1353
C -2.6071 -2.1521 2.2528
C 0.6201 0.5263 -2.2053
C -5.9769 2.2375 1.3945
C -2.7163 -3.0894 0.0343
C 2.9695 1.4067 3.4636
C -3.8192 3.4022 -0.0627
C -5.3706 1.4927 0.2140
C -0.8561 -3.6553 1.4878
C 3.0773 2.2070 2.3305
C 4.0433 2.7901 -3.2883
C 2.2292 0.2328 3.4275
C 0.2193 -3.7807 0.4528
C 2.4419 1.8480 1.1568
C 0.8853 -4.9761 0.2401
C 0.5356 -2.6221 -0.2923
C 5.3498 2.8146 -2.8294
C 5.1476 0.5163 -2.1332
C 1.5856 -0.1337 2.2594
C 1.5161 -2.7410 -1.2927
C 3.2898 1.6316 -3.1376
C 1.8593 -5.0539 -0.7454
C 2.1688 -3.9357 -1.5179
C 1.6844 0.6792 1.1299
H -2.1413 -3.4294 -0.8231
H -5.4861 1.9272 2.3268
H -5.4089 0.4136 0.3516
H 0.6428 -5.8491 0.8337
H -3.2667 -1.3382 1.9660
H 5.9368 3.7172 -2.9257
H 2.9092 -4.0096 -2.3034
H -5.9005 1.7584 -0.7013
H 2.5129 2.4624 0.2709
H -4.5089 5.1271 1.0224
H -3.3010 -3.9258 0.4286
H -3.3982 -2.2987 -0.2729
H 2.1739 -0.4009 4.3016
H -1.4005 -4.5944 1.6199
H 1.7654 -1.8881 -1.9108
H -4.3187 3.7097 -0.9819
H 3.6571 3.1189 2.3662
H -2.7642 3.6635 -0.1160
H -7.0409 2.0203 1.4640
H 2.3654 -5.9928 -0.9258
H -3.9680 3.7834 2.0579
H 3.6052 3.6689 -3.7463
H 5.5916 -0.3746 -1.7105
H 3.4701 1.6970 4.3772
H 1.0522 -1.0802 2.2038
H 1.9062 2.1553 -4.5802
H -3.2096 -2.9892 2.6131
H 6.9349 1.6872 -1.9315
H 3.2609 -0.4251 -2.5000
H -0.4271 -3.3897 2.4578
H -1.9545 -1.8147 3.0574



This record from the OMol25 dataset describes a gas-phase ion, C4H8BrClN (charge +1) in a non-equilibrium geometry. The level of theory is ωB97M-V with the def2-TZVPD basis set.

Output
Net charge: +1
<S²>: 2.011
Spin multiplicity: 3
Energy above the lowest of the compared OMol25 structures with the same formula, charge and spin (kJ/mol): 67.78
E (eV): -88321.1945
Molecular weight (g/mol): 185.47
LUMO level (spin up / spin down) (eV): -3.61 / -7.33

Cartesian coordinates (Å):
Br -0.4159 2.3884 -0.2005
Cl 3.7495 -0.5660 -0.0543
N -0.7381 0.0941 1.2520
C 1.1034 -0.0982 -0.4107
C -0.2935 0.3710 -0.2051
C -1.3523 -0.1960 -1.1753
C 2.0766 -0.2842 0.4587
H -1.1072 0.0676 -2.2378
H -1.4385 -1.2207 -1.1140
H -0.1737 0.7385 1.8643
H -0.5726 -0.8096 1.6027
H 2.0473 -0.5773 1.4811
H 1.2073 -0.3714 -1.4560
H -1.7560 0.2278 1.2437
H -2.3362 0.2362 -1.0488



This record from the OMol25 dataset describes 3 unconnected molecules or ions with the total composition C28H62N7O3P2 in a non-equilibrium geometry. The level of theory is ωB97M-V with the def2-TZVPD basis set.

Output
Net charge: +1
E (eV): -65181.1813
Molecular weight (g/mol): 606.80
LUMO level (eV): -2.86

Cartesian coordinates (Å):
P -4.3874 -4.6354 -2.9720
P 1.5293 5.6344 1.5690
O 6.1800 -1.2512 0.7737
O 0.8432 5.6859 2.9232
O -4.1607 -3.8956 -1.6632
N -4.9273 -3.2826 -3.8940
N 1.7555 7.3265 1.3684
N 0.2168 4.9144 0.7208
N 3.3949 0.3110 3.8828
N -5.6031 -5.6953 -2.3805
N -4.2857 -5.6357 -4.4488
N 2.5728 5.2990 0.1530
C -2.6078 -3.4592 1.5197
C 0.9197 8.2921 0.6901
C -0.7956 4.2528 1.5458
C 7.0245 -1.8656 1.7466
C 3.7265 -1.2837 0.3843
C -2.6573 -1.3318 2.8965
C 0.8672 0.2089 1.0203
C 5.0493 -2.0696 0.4845
C -3.9135 -2.3127 -4.2713
C 4.1895 -0.5148 2.8679
C 2.0255 -0.0386 2.0174
C 8.2717 -0.9708 1.9098
C 2.3065 1.0180 3.0986
C -2.8920 -6.0384 -4.7126
C -4.9314 -5.3567 -5.7155
C -1.0145 0.3675 2.6317
C 3.7873 4.5725 0.5587
C 2.7790 7.9446 2.1969
C -0.9181 -1.6171 1.2521
C -0.4107 -0.3890 1.6347
C -0.4471 5.4212 -0.4668
C -6.9448 -5.8698 -2.9034
C 2.9293 6.2421 -0.8890
C -2.1499 -0.0938 3.2811
C 3.4742 -0.2617 1.4985
C -2.0633 -2.0877 1.9055
C -6.2719 -2.8167 -4.1429
C -5.6671 -5.8507 -0.9259
H -0.3286 3.6785 2.3442
H -2.5789 0.5120 4.0760
H -2.8437 -6.8439 -5.4480
H -6.9673 -6.0377 -3.9786
H 3.8027 0.7392 1.1663
H 4.3011 4.1424 -0.3043
H -2.4290 -6.4142 -3.7936
H 8.7341 -1.0535 2.8970
H 2.7346 1.9715 2.7644
H 1.7114 -0.9471 2.5722
H -7.0314 -3.5519 -3.8958
H 3.9117 0.9626 4.4687
H -2.2899 -5.1968 -5.0755
H -4.8697 -6.2492 -6.3435
H 1.0628 -0.1747 0.0131
H 0.1772 7.8350 0.0428
H 3.6782 -0.8450 -0.6189
H -0.4199 -2.2133 0.4866
H -5.9915 -5.1384 -5.6126
H -0.5901 1.3255 2.9392
H -6.5049 -1.9047 -3.5790
H 3.3807 5.6931 -1.7198
H -4.4658 -4.5275 -6.2637
H -1.7355 -4.1078 1.3510
H 3.7741 7.8290 1.7417
H -3.2680 -3.4448 0.6354
H -6.1722 -5.0005 -0.4501
H -1.3826 3.5423 0.9595
H 3.5223 3.7400 1.2234
H -3.3840 -2.6322 -5.1815
H -7.4018 -6.7672 -2.4793
H 2.6012 9.0099 2.3381
H 2.8098 7.4914 3.1920
H 4.9740 -2.8738 1.2382
H -1.4832 4.9760 1.9997
H 3.6499 6.9997 -0.5563
H 7.3440 -2.8613 1.4004
H 0.3843 8.9410 1.3931
H -6.1987 -6.7652 -0.6573
H 0.6790 1.2922 0.9451
H -4.6709 -5.9371 -0.4985
H -3.1179 -3.8684 2.4038
H -3.5355 -1.7009 3.4297
H -3.1707 -2.1874 -3.4772
H -4.3413 -1.3292 -4.4651
H 2.0683 6.7575 -1.3066
H 4.4893 5.2222 1.0948
H 5.2332 -2.5898 -0.4704
H 2.9154 -2.0315 0.4459
H -1.1030 6.2687 -0.2414
H 7.9722 0.0603 1.6783
H -1.0771 4.6448 -0.9082
H 1.4367 1.2194 3.7325
H -7.6000 -5.0304 -2.6452
H 3.8354 -1.5257 3.1158
H 2.8433 -0.3693 4.4048
H 1.5352 8.9301 0.0433
H 0.2451 5.6920 -1.2618
H 8.9850 -1.2747 1.1337
H 6.5049 -2.0049 2.7125
H 5.2625 -0.3483 2.9140
H -6.3999 -2.5950 -5.2105



Q: net charge of number 1 (CHNO3S3)?
A: 0



Q: Which value of E does entry 3 give?
A: -88321.1945 eV



Q: The highest E belongs to which entry?
A: CHNO3S3